Entry 1:
# H13O6

A cluster of 6 separate species, H13O6 in total in a non-equilibrium geometry (ωB97M-V/def2-TZVPD, the Open Molecules 2025 dataset).

The geometry in ORCA input format:
```
! wB97M-V def2-TZVPD RIJCOSX def2/J DEFGRID3
* xyz 1 1
O -0.19895 0.47847 -0.48116
H -1.17095 0.31947 -0.06716
H -0.16295 0.18447 -1.35116
H 0.46305 0.05847 0.21784
O -2.78795 0.38147 0.39084
H -3.08595 0.41547 1.29284
H -3.59295 0.16347 -0.19916
O 0.37505 -1.07553 1.64584
H -0.38195 -1.62353 1.78684
H 0.91405 -1.65553 2.07584
O 2.47405 -1.07753 -0.43416
H 3.17705 -1.39353 0.21984
H 2.96305 -0.40053 -0.60716
O -0.21195 -0.79453 -2.90916
H -0.63295 -0.52953 -3.63416
H 0.28205 -1.63053 -3.04016
O 0.18205 2.48147 1.64484
H 1.16605 2.38247 2.05384
H 0.23005 3.31547 1.39484
*
```

Summary:
- HOMO-LUMO gap: 0.42944 Eh



Entry 2:
# C5H11NO3S2

A cluster of 2 separate species, C5H11NO3S2 in total in a non-equilibrium geometry (ωB97M-V/def2-TZVPD, the Open Molecules 2025 dataset).

The geometry in ORCA input format:
```
! wB97M-V def2-TZVPD RIJCOSX def2/J DEFGRID3
* xyz 0 1
C 1.48496 2.89089 0.07221
C 1.31727 1.59987 -2.17929
C -2.11562 -3.74169 0.88329
C -1.15517 0.92696 0.07356
C 1.15164 1.81362 -0.87994
N 1.76502 2.41675 1.30536
O 1.37803 4.06312 -0.20547
O 0.24661 -2.99598 0.45452
O 0.33798 -0.72809 -1.04295
S -0.91726 -2.48572 1.53329
S 0.54799 0.29241 -0.03221
H 0.04241 -2.63358 -0.41135
H 0.95134 0.74308 -2.72833
H 1.90996 2.29244 -2.79303
H -2.62391 -3.20709 0.19616
H -2.74001 -4.12177 1.76239
H -1.54806 -4.59305 0.50443
H -1.53709 0.80262 -0.98952
H -1.05504 1.93380 0.62137
H -1.80092 0.12079 0.50603
H 2.17793 1.48293 1.42253
H 2.18195 3.12770 1.92695
*
```

Summary:
- HOMO-LUMO gap: 0.32718 Eh



Entry 3:
# C2H8O2

A cluster of 2 separate species, C2H8O2 in total in a non-equilibrium geometry (ωB97M-V/def2-TZVPD, the Open Molecules 2025 dataset).

The geometry in ORCA input format:
```
! wB97M-V def2-TZVPD RIJCOSX def2/J DEFGRID3
* xyz 0 1
C 0.88420 0.70739 1.38286
O 0.59300 1.06814 0.09740
H 0.71997 1.95611 -0.17768
H 1.53106 -0.10337 1.19736
H 0.06495 0.11174 1.80981
H 1.39770 1.55003 1.92214
C -0.97805 -0.53295 -0.92192
O -0.93091 -1.76569 -1.70410
H -0.08358 -2.09074 -1.28929
H -2.11996 -0.31812 -0.60219
H -0.48669 -0.74463 -0.05013
H -0.59170 0.16209 -1.66425
*
```

Summary:
- SMILES: CO.CO
- HOMO-LUMO gap: 0.38555 Eh



Entry 4:
# C39H54N5OP2Ti

A structure of composition C39H54N5OP2Ti (ωB97M-V/def2-TZVPD, the Open Molecules 2025 dataset).

The geometry in ORCA input format:
```
! wB97M-V def2-TZVPD RIJCOSX def2/J DEFGRID3
* xyz 2 2
Ti 0.24385 0.52461 0.12547
C 3.66194 -3.11879 -0.43015
C 2.72645 -2.33460 -1.34983
C 3.46088 -1.16862 -2.00291
P 1.14229 -1.85248 -0.53615
C -0.04675 -3.19537 -0.96035
C 0.50815 -4.62418 -1.00010
C -0.68019 -2.87598 -2.31779
C 1.37558 -1.92146 1.28033
C 1.11456 -3.00997 2.12059
C 1.33975 -2.91663 3.48068
C 1.81025 -1.72867 4.04045
C 2.02514 -0.62202 3.24199
C 1.80720 -0.72535 1.86733
N 1.92106 0.41163 1.01092
C 3.17085 0.99986 0.69357
C 4.36609 0.52922 1.21422
C 5.56471 1.09257 0.79288
C 5.58104 2.12100 -0.13689
C 4.37840 2.60113 -0.64098
C 3.16601 2.04738 -0.24301
P 1.52108 2.62817 -0.72535
C 1.28918 4.15267 0.27933
C 1.55922 3.85573 1.75667
C 2.12836 5.34952 -0.17354
C 1.39575 3.05885 -2.50311
C 2.51614 3.87753 -3.15138
C 1.16020 1.80493 -3.34902
H 4.52748 -3.46197 -0.99837
H 3.19289 -3.99150 0.02350
H 4.02800 -2.48229 0.37825
H 2.38716 -3.00351 -2.14899
H 3.97282 -0.55380 -1.26266
H 2.79011 -0.52505 -2.57327
H 4.21424 -1.55934 -2.68752
H -0.81438 -3.12849 -0.18259
H 1.35879 -4.71017 -1.67585
H -0.26280 -5.29529 -1.38363
H 0.81675 -5.01200 -0.03183
H 0.03492 -3.03980 -3.12703
H -1.03685 -1.84730 -2.39773
H -1.52218 -3.54547 -2.50138
H 0.74241 -3.93965 1.71588
H 1.15597 -3.77353 4.11363
H 1.99213 -1.66921 5.10500
H 2.35835 0.31863 3.66171
H 4.37493 -0.27784 1.93426
H 6.49499 0.71538 1.19554
H 6.51730 2.54919 -0.46287
H 4.39299 3.41409 -1.35393
H 0.23318 4.41182 0.15148
H 2.63255 3.76931 1.93213
H 1.08846 2.94112 2.11469
H 1.19356 4.69099 2.35463
H 3.17743 5.08567 -0.31255
H 2.09707 6.11804 0.60003
H 1.75514 5.79989 -1.09350
H 0.47042 3.65568 -2.51706
H 3.39583 3.25207 -3.30702
H 2.81739 4.76144 -2.59037
H 2.18774 4.20728 -4.13776
H 2.07685 1.21972 -3.42509
H 0.87454 2.09621 -4.36002
H 0.38165 1.14185 -2.95316
C -3.26682 2.80357 3.92483
N -2.60712 2.63726 2.63174
C -2.83783 3.37017 1.49146
C -1.93721 2.93303 0.57471
N -1.15139 1.94615 1.13426
C -1.59799 1.79936 2.37039
H -2.80307 3.61742 4.47869
H -3.17266 1.87641 4.48412
H -4.31935 3.01866 3.75944
H -3.60129 4.12529 1.44780
H -1.80160 3.26540 -0.44131
H -1.20664 1.10793 3.10085
C -5.87946 -1.38205 -1.10918
N -4.48450 -0.98794 -1.27449
N -3.57525 -1.21403 -0.26224
C -2.43840 -0.52493 -0.53813
O -1.40970 -0.63945 0.21079
C -2.66913 0.20860 -1.71640
C -3.95515 -0.09653 -2.12848
C -4.72089 0.43344 -3.28934
C -3.68772 -2.35151 0.60536
C -3.77072 -3.61842 0.04727
C -3.85846 -4.71566 0.88999
C -3.83807 -4.53634 2.26766
C -3.73654 -3.26172 2.80672
C -3.66674 -2.15415 1.97390
H -5.98971 -2.45821 -1.21406
H -6.45338 -0.87959 -1.88150
H -6.23073 -1.06398 -0.12898
H -1.97701 0.84341 -2.24533
H -4.04572 0.95550 -3.96267
H -5.48527 1.13971 -2.96063
H -5.20948 -0.36513 -3.84518
H -3.75979 -3.74341 -1.02832
H -3.93576 -5.70935 0.47114
H -3.90479 -5.39272 2.92320
H -3.72344 -3.12796 3.87965
H -3.59627 -1.15104 2.37187
*
```

Summary:
- ⟨S²⟩: 0.7555
- HOMO-LUMO gap (spin up / spin down): 0.28128 / 0.29062 Eh



Entry 5:
# C26H32N4O2S

The molecule C26H32N4O2S in a non-equilibrium geometry (ωB97M-V/def2-TZVPD, the Open Molecules 2025 dataset).

The geometry in ORCA input format:
```
! wB97M-V def2-TZVPD RIJCOSX def2/J DEFGRID3
* xyz 0 1
C -0.70917 -1.90000 2.11720
C -1.87505 -1.95390 1.17726
C -2.84047 -0.96088 1.17575
C -3.93083 -0.98972 0.30566
C -4.10420 -2.11402 -0.51711
C -3.11809 -3.09022 -0.52542
C -2.00441 -3.01055 0.28624
H -1.24849 -3.78061 0.25208
H -3.24255 -3.94528 -1.17543
C -5.34442 -2.34194 -1.33650
H -6.18561 -1.79174 -0.92402
H -5.20854 -2.04658 -2.37776
H -5.58782 -3.40294 -1.33071
N -4.88725 0.03966 0.27214
C -4.99591 0.97270 1.36895
H -4.85037 0.43581 2.30599
C -4.00157 2.16617 1.25252
N -3.47128 2.19549 -0.09467
C -2.22268 1.69461 -0.31148
N -1.38913 1.75208 0.71180
C -0.15955 1.23131 0.60563
C 0.70134 1.29632 1.72416
C 1.93377 0.70454 1.67941
C 2.34506 0.03913 0.52050
C 1.55590 -0.01864 -0.59472
C 0.29055 0.58497 -0.57933
C -0.59237 0.59215 -1.68511
C -1.82345 1.15680 -1.57112
H -2.49658 1.15805 -2.41243
H -0.27650 0.13423 -2.61174
H 1.91163 -0.53812 -1.47114
S 3.92778 -0.78347 0.47268
O 3.74504 -2.12554 -0.00116
O 4.58209 -0.60911 1.74313
N 4.66713 0.07801 -0.76630
C 5.06705 1.41547 -0.38421
C 6.39953 1.43997 0.36561
C 7.47129 0.72986 -0.45818
C 7.01096 -0.69192 -0.77224
C 5.67497 -0.64761 -1.51195
H 5.28016 -1.65253 -1.66462
H 5.79087 -0.15357 -2.48333
H 6.87258 -1.24472 0.15899
H 7.75184 -1.21277 -1.38118
H 8.41326 0.70838 0.09277
H 7.63767 1.27379 -1.39263
H 6.26890 0.92189 1.31632
H 6.68662 2.47410 0.56434
H 4.26626 1.82319 0.23707
H 5.13604 2.01341 -1.30053
H 2.60834 0.71816 2.52145
H 0.35258 1.80938 2.60672
C -4.53603 2.08985 -1.06050
H -5.28187 2.84319 -0.78884
C -5.15981 0.67151 -1.00505
H -4.73642 0.05706 -1.79614
H -6.24440 0.74496 -1.15791
H -4.17901 2.32612 -2.06232
H -4.51500 3.11141 1.45470
H -3.15874 2.07066 1.93463
H -6.02433 1.35246 1.35415
H -2.71943 -0.13715 1.86032
H -0.70731 -0.97493 2.68761
H 0.22922 -1.96980 1.56795
H -0.74981 -2.73865 2.81208
*
```

Summary:
- SMILES: Cc1ccc(C)c(N2CCN(c3ccc4cc(S(=O)(=O)N5CCCCC5)ccc4n3)CC2)c1
- HOMO-LUMO gap: 0.28977 Eh



Entry 6:
# C6H15IN

A cluster of 2 separate species, C6H15IN in total in a non-equilibrium geometry (ωB97M-V/def2-TZVPD, the Open Molecules 2025 dataset).

The geometry in ORCA input format:
```
! wB97M-V def2-TZVPD RIJCOSX def2/J DEFGRID3
* xyz 1 1
C 1.08863 0.96833 1.87435
C -0.55436 -0.78590 1.72589
C 1.31413 -0.71558 0.16413
C 0.12673 1.48209 -1.24307
C 0.20944 0.15513 0.84540
C -0.54436 0.98186 -0.04260
N -1.93614 -0.66028 -1.95821
I -2.38961 1.71771 0.34855
H 1.80776 1.69016 1.42980
H 1.75849 0.29768 2.32531
H 0.44510 1.47018 2.54658
H -1.17057 -0.22053 2.40937
H -1.10882 -1.57051 1.21319
H 0.33738 -1.23901 2.20804
H 2.18734 -0.25528 -0.29667
H 1.79312 -1.16785 1.03537
H 0.88466 -1.40065 -0.52561
H 0.07332 0.75239 -2.04711
H 1.12578 1.73470 -1.10822
H -0.46972 2.36013 -1.77043
H -1.37071 -1.25244 -2.66328
H -2.33730 0.07873 -2.62649
H -2.79431 -1.03270 -1.56933
*
```

Summary:
- HOMO-LUMO gap: 0.30386 Eh